No. 1
6
Properties=species:S:1:pos:R:3 method="wB97M-V/def2-TZVPD" homo_ev=-9.48 lumo_energy_ha=0.013 total_energy_ev=-11232.634 relative_energy_ev=0.401 smiles=OCI orbital_gap_ev=9.826
O -0.480 -1.038 0.157
C 0.317 0.078 0.139
I 2.505 0.008 -0.020
H -0.201 -1.495 -0.674
H 0.263 0.733 -0.698
H 0.159 0.682 1.251

No. 2
35
Properties=species:S:1:pos:R:3 method="wB97M-V/def2-TZVPD" homo_ev="-7.19 / -7.35" lumo_energy_ha="0.035 / 0.032" total_energy_ev=-14737.769 relative_energy_ev=6.586 orbital_gap_ev="8.142 / 8.230"
C -0.563 -0.292 -1.316
C -0.831 1.584 0.336
C -1.415 0.076 -0.116
C -0.439 -0.958 0.087
C 0.069 -2.168 0.705
C 4.686 -0.875 -0.362
C -3.522 -0.110 1.349
C -3.538 1.289 -0.673
C 3.498 -0.449 0.523
C 2.575 0.477 -0.248
C -2.916 0.031 -0.144
N 0.567 1.790 -0.012
N 1.549 1.007 0.578
H -0.968 -1.008 -2.082
H 0.125 0.381 -1.832
H -1.437 2.368 -0.137
H -0.788 1.610 1.462
H 0.087 -2.098 1.795
H 1.118 -2.275 0.355
H -0.434 -3.050 0.411
H 5.180 -1.783 -0.018
H 4.436 -1.033 -1.381
H 5.594 -0.160 -0.327
H -4.542 -0.537 1.342
H -3.540 0.954 1.694
H -2.914 -0.802 1.866
H -3.318 1.434 -1.661
H -3.251 2.209 -0.225
H -4.616 1.237 -0.515
H 3.922 0.038 1.347
H 3.029 -1.269 0.942
H 3.079 1.181 -0.879
H 2.063 -0.051 -1.086
H -3.309 -0.715 -0.766
H 0.763 1.967 -1.012

No. 3
17
Properties=species:S:1:pos:R:3 method="wB97M-V/def2-TZVPD" homo_ev=-9.67 lumo_energy_ha=0.032 total_energy_ev=-9441.253 relative_energy_ev=1.790 smiles=OC[C@H]1CCCO1 orbital_gap_ev=10.548
O -0.849 -0.350 -2.014
C -1.328 0.663 -1.167
C -0.314 0.993 -0.058
C -0.421 0.070 1.180
C 0.724 -0.943 1.047
C 1.559 -0.396 -0.127
O 1.023 0.856 -0.511
H -0.341 -0.975 -1.495
H -2.279 0.385 -0.677
H -1.562 1.550 -1.771
H -0.421 2.046 0.225
H -1.441 -0.319 1.270
H -0.240 0.652 2.086
H 0.418 -1.981 0.868
H 1.315 -0.939 1.967
H 1.556 -1.059 -1.005
H 2.600 -0.252 0.179

No. 4
101
Properties=species:S:1:pos:R:3 method="wB97M-V/def2-TZVPD" homo_ev="-4.19 / -3.60" lumo_energy_ha="0.069 / 0.067" total_energy_ev=-255208.137 relative_energy_ev=1.010 charge=-1 orbital_gap_ev="6.066 / 5.421"
Ca 0.000 0.000 0.000
N -5.364 2.986 6.683
C -4.714 2.609 5.495
C -5.294 1.657 4.648
C -4.712 1.351 3.415
C -3.560 2.025 3.016
C -3.014 3.033 3.811
C -3.607 3.335 5.040
S -2.812 1.672 1.397
O -3.947 1.188 0.608
O -2.361 3.008 0.994
N -1.613 0.651 1.652
C -1.893 -0.795 1.656
N -2.810 -1.114 2.584
C -3.150 -2.413 2.712
C -2.606 -3.459 1.996
C -1.631 -3.141 1.085
N -1.217 -1.888 0.875
H -5.905 2.226 7.082
H -4.728 3.403 7.354
H -6.202 1.139 4.938
H -5.147 0.596 2.766
H -2.148 3.589 3.465
H -3.193 4.141 5.636
H -3.922 -2.596 3.453
H -2.931 -4.477 2.148
H -1.143 -3.898 0.484
O -2.513 2.340 -2.608
C -1.681 1.840 -1.778
O -1.555 0.603 -1.512
C -0.753 2.806 -1.037
C -0.846 4.178 -1.289
C -0.004 5.062 -0.616
C 0.915 4.560 0.295
C 0.953 3.191 0.496
N 0.152 2.312 -0.139
H -1.575 4.543 -2.007
H -0.072 6.127 -0.808
H 1.585 5.217 0.835
H 1.652 2.745 1.196
Br 3.926 1.608 5.620
C 2.833 1.167 4.113
C 1.405 0.838 4.296
C 0.660 0.532 3.222
N 1.224 0.522 1.932
C 2.496 0.809 1.714
C 3.362 1.155 2.879
C 3.020 0.777 0.314
C 4.443 1.089 -0.009
C 4.854 1.043 -1.287
Br 6.674 1.439 -1.723
C 3.892 0.685 -2.348
C 2.620 0.411 -2.016
N 2.199 0.462 -0.673
H 0.966 0.844 5.290
H -0.392 0.288 3.342
H 4.408 1.398 2.763
H 5.160 1.352 0.755
H 4.213 0.645 -3.386
H 1.902 0.147 -2.786
C -1.087 0.818 -4.978
Si -1.930 -0.747 -4.414
C -3.591 -0.298 -3.692
C -2.248 -1.788 -5.935
Sb -0.520 -1.757 -2.541
Si 1.563 -2.480 -3.818
C 2.591 -3.626 -2.763
C 2.589 -0.951 -4.123
C 1.249 -3.319 -5.451
Si -1.742 -3.956 -2.124
C -0.680 -5.084 -1.085
C -3.266 -3.562 -1.120
C -2.261 -4.884 -3.651
H -1.719 1.324 -5.735
H -0.108 0.566 -5.430
H -0.936 1.491 -4.109
H -4.199 0.220 -4.463
H -3.447 0.373 -2.821
H -4.116 -1.219 -3.372
H -2.871 -1.201 -6.641
H -2.794 -2.708 -5.677
H -1.304 -2.045 -6.441
H 2.810 -3.141 -1.790
H 3.543 -3.850 -3.288
H 2.049 -4.574 -2.598
H 2.826 -0.470 -3.151
H 2.026 -0.241 -4.758
H 3.532 -1.234 -4.633
H 0.613 -4.214 -5.306
H 2.221 -3.624 -5.891
H 0.768 -2.606 -6.143
H -0.372 -4.561 -0.157
H 0.213 -5.392 -1.657
H -1.262 -5.991 -0.823
H -2.965 -3.051 -0.181
H -3.798 -4.502 -0.872
H -3.937 -2.900 -1.699
H -1.379 -5.102 -4.284
H -3.004 -4.289 -4.207
H -2.742 -5.836 -3.346
H 1.677 -1.250 0.246

No. 5
21
Properties=species:S:1:pos:R:3 method="wB97M-V/def2-TZVPD" homo_ev=-9.30 lumo_energy_ha=0.038 total_energy_ev=-7485.222 relative_energy_ev=1.072 smiles=C[C@@H]1[C@H](C)C1(C)C orbital_gap_ev=10.319
C -0.626 1.832 0.862
C -0.312 1.008 -0.372
C -0.716 -0.362 -0.917
C -1.771 -1.331 -0.413
C 0.603 -0.170 -0.212
C 0.694 -0.782 1.175
C 1.929 -0.048 -0.923
H -0.995 2.825 0.590
H 0.331 1.985 1.383
H -1.314 1.383 1.582
H -0.035 1.657 -1.203
H -0.634 -0.389 -2.004
H -1.352 -2.344 -0.342
H -2.614 -1.382 -1.112
H -2.177 -1.071 0.569
H 1.416 -0.249 1.805
H 1.015 -1.828 1.107
H -0.266 -0.771 1.701
H 1.801 0.419 -1.906
H 2.570 0.619 -0.327
H 2.454 -1.001 -1.045

No. 6
48
Properties=species:S:1:pos:R:3 method="wB97M-V/def2-TZVPD" homo_ev=-11.74 lumo_energy_ha=-0.126 total_energy_ev=-27197.927 relative_energy_ev=0.822 charge=+1 orbital_gap_ev=8.306
C -2.163 5.361 -0.836
C -1.763 3.927 -0.612
C -0.425 3.502 -0.709
C -0.134 2.141 -0.689
C -1.127 1.159 -0.479
C -0.670 -0.248 -0.661
C -1.320 -1.242 0.215
C -1.180 -2.604 -0.121
C -1.963 -3.567 0.512
C -2.896 -3.179 1.501
C -3.991 -4.164 1.904
C -2.879 -1.865 1.987
C -2.084 -0.901 1.369
C -2.463 1.620 -0.238
C -2.762 2.975 -0.332
H -3.062 5.597 -0.260
H -1.346 6.035 -0.567
H -2.416 5.580 -1.879
H 0.398 4.238 -0.851
H 0.913 1.827 -0.825
H -0.377 -0.565 -1.695
H -0.492 -2.922 -0.910
H -1.968 -4.613 0.184
H -4.856 -3.641 2.347
H -4.403 -4.672 1.015
H -3.627 -4.949 2.585
H -3.584 -1.576 2.793
H -2.112 0.123 1.762
H -3.282 0.925 -0.023
H -3.808 3.322 -0.220
C 3.709 -1.038 2.215
N 2.959 -0.741 1.012
C 1.611 -0.522 0.903
N 1.247 -0.207 -0.325
C 2.422 -0.189 -1.099
C 3.505 -0.497 -0.281
C 4.811 -0.463 -0.765
C 5.012 -0.159 -2.135
C 3.918 0.133 -2.961
C 2.603 0.121 -2.443
H 4.776 -1.010 2.013
H 3.455 -0.286 2.982
H 3.422 -2.034 2.605
H 0.943 -0.610 1.746
H 5.627 -0.682 -0.083
H 6.014 -0.150 -2.595
H 4.090 0.371 -4.012
H 1.718 0.339 -3.045

No. 7
9
Properties=species:S:1:pos:R:3 method="wB97M-V/def2-TZVPD" homo_ev="-2.12 / -4.25" lumo_energy_ha="0.142 / 0.156" total_energy_ev=-17902.971 relative_energy_ev=3.169 charge=-1 orbital_gap_ev="5.979 / 8.513"
N 1.848 1.165 0.462
N 0.954 1.801 -0.078
N -0.268 -1.495 -0.192
O -1.799 0.104 1.322
O -2.475 -0.186 -1.146
P -1.363 -0.115 -0.103
H 2.578 1.627 0.924
H -0.181 -1.729 -1.197
H 0.705 -1.170 0.009

No. 8
14
Properties=species:S:1:pos:R:3 method="wB97M-V/def2-TZVPD" homo_ev=-9.77 lumo_energy_ha=0.035 total_energy_ev=-9844.641 relative_energy_ev=2.638 smiles="CC(=O)O[C@@H]1CN1" orbital_gap_ev=10.726
C -1.164 -0.808 1.663
C -0.750 0.399 0.881
O -1.427 1.340 0.558
O 0.751 0.396 0.896
C 1.098 0.719 -0.402
C 0.276 -0.012 -1.549
N 1.672 -0.320 -1.221
H -0.460 -1.624 1.498
H -1.185 -0.548 2.723
H -2.164 -1.110 1.343
H 1.350 1.754 -0.631
H 0.094 0.585 -2.435
H -0.407 -0.842 -1.415
H 2.315 0.071 -1.908

No. 9
15
Properties=species:S:1:pos:R:3 method="wB97M-V/def2-TZVPD" homo_ev=-9.16 lumo_energy_ha=0.020 total_energy_ev=-10669.126 relative_energy_ev=5.875 orbital_gap_ev=9.699
C 1.586 -0.570 0.229
C 0.193 -0.286 0.016
C -2.524 -0.080 -0.072
H 2.635 0.142 -1.327
H 2.691 1.203 -0.004
H 1.896 -1.140 1.552
H 1.721 -1.566 -0.275
H -3.563 0.016 -0.062
H -1.561 1.558 -1.139
H -0.856 1.095 1.486
N 2.614 0.222 -0.271
N -0.664 -1.172 -0.446
N -1.906 -1.258 0.137
N -1.666 0.997 -0.388
N -0.596 0.837 0.564

No. 10
14
Properties=species:S:1:pos:R:3 method="wB97M-V/def2-TZVPD" homo_ev=-8.79 lumo_energy_ha=-0.018 total_energy_ev=-21548.240 relative_energy_ev=3.682 smiles="C[C@@H]1[C@H](C=S)C1(F)F" orbital_gap_ev=8.289
C 0.237 -0.973 -1.415
C -0.540 0.102 -0.644
C -0.131 0.860 0.706
C 1.308 0.760 1.202
S 2.070 1.900 2.139
C -1.134 -0.358 0.672
F -2.314 0.283 0.914
F -1.024 -1.540 1.275
H 1.201 -0.434 -1.578
H 0.413 -2.145 -0.987
H -0.494 -1.019 -2.440
H -1.239 0.714 -1.177
H -0.502 1.940 0.715
H 2.148 -0.089 0.617

No. 11
15
Properties=species:S:1:pos:R:3 method="wB97M-V/def2-TZVPD" homo_ev=-9.25 lumo_energy_ha=0.028 total_energy_ev=-11892.795 relative_energy_ev=2.483 smiles="CO[C@@](N)(O)C=C=O" orbital_gap_ev=10.018
C 1.669 0.230 0.421
O 0.679 0.649 -0.490
C -0.722 0.382 -0.176
N -1.146 0.692 1.146
O -1.436 1.182 -1.059
C -0.980 -1.097 -0.447
C -0.090 -1.818 -1.055
O 0.700 -2.534 -1.524
H 2.628 0.319 -0.110
H 1.520 -0.812 0.728
H 1.702 0.865 1.308
H -1.135 1.693 1.305
H -0.633 0.196 1.859
H -0.800 1.506 -1.715
H -1.957 -1.454 -0.189

No. 12
18
Properties=species:S:1:pos:R:3 method="wB97M-V/def2-TZVPD" homo_ev="-13.11 / -12.71" lumo_energy_ha="-0.196 / -0.175" total_energy_ev=-9905.311 relative_energy_ev=9.083 charge=+1 orbital_gap_ev="7.786 / 7.955"
C -0.337 -1.466 0.977
C -0.171 -0.621 1.857
C -0.358 -2.251 -0.068
C -1.060 0.290 -1.593
C 0.994 0.500 -0.350
C 0.408 1.474 0.824
N 0.194 -0.284 -1.143
O 0.246 0.724 2.163
H 0.508 -2.812 -0.531
H -1.366 -2.414 -0.482
H -1.858 -0.025 -0.831
H -1.121 1.328 -1.559
H -1.156 -0.114 -2.617
H 1.922 -0.135 0.085
H 1.405 1.030 -1.213
H 1.192 2.266 1.171
H -0.527 1.914 0.473
H 1.085 0.595 2.838